# 1
ORCA calculation (wB97M-V/def2-TZVPD) on a cluster of 2 separate species, C4H3F in total at a distorted geometry.

CARTESIAN COORDINATES (ANGSTROEM)
C  -1.2122  -0.3962  1.5876
C  -0.0738  -0.6549  1.6289
F  1.2028  -0.9874  1.6481
H  -2.1968  -0.5628  1.8307
C  0.1257  0.8807  -1.9292
C  1.0107  0.2392  -1.4055
H  -0.4869  1.6940  -2.4679
H  1.6305  -0.2127  -0.8929

Values from the calculation:
- Gap between HOMO and LUMO: 0.4193 Eh
- Energy: -253.8549 Eh
- HOMO: -10.48 eV
- Molar mass: 70.1 g/mol
- Lowest unoccupied orbital energy: 0.93 eV
- ΔE to the lowest compared entry with this formula, charge and spin: 345.77 kJ/mol
- SMILES string: C#CF.C#C

These are the Mulliken partial charges, in e, on atoms 1 to 6:
1 C -0.077
2 C -0.031
3 F -0.230
4 H 0.343
5 C -0.357
6 C -0.521

=====

# 2
ORCA calculation (wB97M-V/def2-TZVPD) on a cluster of 6 separate species, C42H94F3N5O7 in total at a distorted geometry.

CARTESIAN COORDINATES (ANGSTROEM)
N  0.3753  -0.2066  -1.3422
O  1.3802  0.5249  -1.3615
O  -0.6442  0.2039  -0.8681
O  0.5735  -1.4030  -1.5357
C  4.3168  1.3864  0.9904
C  5.0267  2.7573  1.0755
C  4.9125  3.5427  -0.2131
C  3.4589  3.9576  -0.5054
N  3.1495  4.7901  -1.7172
C  1.6052  5.1354  -1.6436
C  0.8875  4.0577  -2.4134
C  1.8115  3.8525  -3.5870
C  3.2299  3.9738  -3.0106
C  3.8803  6.1403  -1.7506
C  3.4839  7.1447  -0.6357
C  4.2872  8.4509  -0.7579
H  5.0137  0.7198  0.4823
H  3.3280  1.5156  0.5503
H  4.1213  1.0311  2.0021
H  6.0747  2.5591  1.3002
H  4.5105  3.3177  1.8550
H  5.2297  2.9159  -1.0466
H  5.6129  4.3777  -0.2289
H  3.0213  4.4709  0.3509
H  2.7835  3.1152  -0.6548
H  1.4678  6.0715  -2.1848
H  1.3040  5.3972  -0.6293
H  -0.1263  4.2764  -2.7488
H  0.6974  3.1671  -1.8144
H  1.6903  4.5961  -4.3747
H  1.6584  2.8703  -4.0340
H  3.9487  4.5624  -3.5808
H  3.7977  3.0474  -2.9233
H  3.6134  6.6316  -2.6862
H  4.9296  5.8548  -1.8257
H  3.4273  6.7748  0.3881
H  2.4197  7.3781  -0.6021
H  4.1688  9.0317  -1.6726
H  5.3734  8.3761  -0.7052
H  4.0581  9.1735  0.0254
C  1.4468  -6.3171  4.5609
C  0.7109  -5.2669  3.6876
C  1.2552  -5.0323  2.2822
C  2.7283  -4.4734  2.3328
N  2.9893  -3.4768  1.1821
C  4.4629  -3.0655  1.1668
C  4.7436  -2.5411  -0.1649
C  3.8382  -3.2821  -1.1222
C  2.8096  -4.0114  -0.2549
C  2.0769  -2.2043  1.2907
C  2.1371  -1.4068  2.5564
C  1.3117  -0.1396  2.5417
H  1.4114  -7.2553  4.0071
H  0.8474  -6.3057  5.4712
H  2.4861  -6.1128  4.8182
H  0.7334  -4.3103  4.2096
H  -0.3654  -5.3697  3.8260
H  0.6684  -4.3991  1.6167
H  1.3813  -5.9964  1.7897
H  3.4700  -5.2622  2.2072
H  2.9950  -3.9428  3.2469
H  4.6761  -2.4821  2.0625
H  5.1143  -3.9380  1.2170
H  4.5244  -1.4734  -0.1749
H  5.8023  -2.4795  -0.4166
H  3.4512  -2.5229  -1.8018
H  4.3924  -3.9605  -1.7708
H  1.8141  -4.1060  -0.6887
H  3.1766  -5.0330  -0.1562
H  1.0295  -2.4755  1.1589
H  2.3524  -1.5594  0.4563
H  3.1034  -1.0676  2.9299
H  1.7433  -2.0469  3.3458
H  1.4740  0.4592  3.4380
H  0.2583  -0.1509  2.2618
H  1.7730  0.4244  1.7310
C  -0.8362  -4.1335  -4.8484
C  -0.5441  -4.1873  -3.3288
N  -1.7456  -4.4563  -2.3623
C  -1.2569  -4.2572  -0.8743
C  -2.9920  -3.5015  -2.5960
C  -2.6929  -2.0347  -2.4295
C  -2.2506  -5.9109  -2.5660
C  -1.2408  -7.1196  -2.4584
O  -0.7154  -7.1707  -1.0964
C  0.5154  -7.7361  -0.8110
H  -1.3897  -3.2145  -5.0409
H  -1.4623  -4.9391  -5.2320
H  0.0474  -3.9345  -5.4548
H  -0.0824  -3.2505  -3.0169
H  0.1999  -4.9656  -3.1592
H  -0.3334  -4.8334  -0.8180
H  -2.0599  -4.6823  -0.2722
H  -1.0334  -3.2093  -0.6738
H  -3.8101  -3.7495  -1.9198
H  -3.4173  -3.7369  -3.5716
H  -2.4885  -1.6080  -1.4475
H  -3.5762  -1.5037  -2.7845
H  -1.9157  -1.7360  -3.1329
H  -2.6773  -5.8994  -3.5690
H  -3.0120  -6.1174  -1.8139
H  -0.4451  -6.9270  -3.1780
H  -1.6686  -8.0743  -2.7644
H  0.6602  -7.7389  0.2693
H  1.2188  -7.1149  -1.3655
H  0.6102  -8.7366  -1.2330
C  -2.3193  2.6095  0.4701
C  -3.1851  3.6927  1.2075
N  -4.0021  4.7530  0.2857
C  -4.7298  5.8893  1.0191
C  -2.9929  5.5118  -0.6400
C  -1.6470  6.0986  -0.0277
C  -5.0600  4.0798  -0.7130
C  -6.0825  3.0743  -0.0175
O  -6.7572  3.4809  1.1424
C  -7.3249  2.3540  1.8639
H  -1.8401  1.9054  1.1503
H  -1.5054  3.0739  -0.0866
H  -2.9522  2.0738  -0.2374
H  -2.6844  4.2916  1.9683
H  -3.9709  3.2116  1.7898
H  -4.0801  6.3734  1.7482
H  -5.5733  5.4926  1.5841
H  -5.0217  6.5964  0.2427
H  -3.4877  6.3704  -1.0939
H  -2.7992  4.9491  -1.5532
H  -1.0230  5.4221  0.5564
H  -1.9555  6.8466  0.7027
H  -0.8945  6.5109  -0.6999
H  -4.5709  3.5046  -1.4991
H  -5.6093  4.8418  -1.2661
H  -5.3759  2.2751  0.2063
H  -6.7539  2.5642  -0.7083
H  -6.5834  1.5616  1.9655
H  -8.1435  1.8589  1.3415
H  -7.5549  2.6918  2.8744
C  -2.6798  -1.1428  4.0264
O  -3.6100  -0.8816  2.9462
O  -3.1240  -0.3899  5.1416
C  -2.4732  -2.7266  4.1995
F  -3.5240  -3.4606  4.3738
F  -1.8295  -3.2622  3.1887
F  -1.7055  -3.0656  5.2694
C  -2.9921  -0.9050  1.6193
C  -4.1082  -0.4744  0.6267
H  -3.7983  0.0292  -0.2890
H  -4.6324  -1.3823  0.3280
H  -4.8668  0.0919  1.1669
H  -2.6048  -1.8648  1.2773
H  -2.1769  -0.1845  1.5523
H  -1.6807  -0.8172  3.7369

Values from the calculation:
- Gap between HOMO and LUMO (alpha / beta): 0.0637 / 0.1864 Eh
- Multiplicity: 2
- Energy: -2755.9170 Eh
- HOMO (alpha / beta): -3.74 / -7.09 eV
- Molar mass: 838.2 g/mol
- Lowest unoccupied orbital energy (alpha / beta): -2.01 / -2.02 eV
- Charge: +1
- <S²>: 0.75

These are the Mulliken partial charges, in e, on atoms 1 to 6:
1 N 0.726
2 O -0.496
3 O -0.513
4 O -0.700
5 C -0.103
6 C -1.153

=====

# 3
ORCA calculation (wB97M-V/def2-TZVPD) on a cluster of 5 separate species, C23H61FNO19P4S in total.

CARTESIAN COORDINATES (ANGSTROEM)
C  2.4104  -0.5282  -0.4034
C  2.3935  -0.5308  -1.9204
O  1.5480  0.4679  -2.5443
C  1.0527  1.4946  -1.7364
C  0.2352  2.4136  -2.6814
S  -1.2527  2.8919  -1.8121
C  -0.8177  4.3317  -0.8087
C  0.5880  4.3539  -0.2280
F  1.5157  4.5912  -1.2237
O  -2.1545  3.5737  -2.9451
C  -3.5461  3.0912  -2.9606
C  -4.3761  3.6548  -1.8042
N  -5.6882  3.0284  -1.8682
C  -6.2395  2.5155  -0.6097
C  -6.3884  0.9878  -0.6293
C  -7.3896  0.5161  -1.6850
O  -6.8733  0.5384  0.6352
H  3.0427  -1.3386  -0.0442
H  1.4197  -0.6738  0.0365
H  2.8466  0.3872  0.0070
H  2.0177  -1.4993  -2.2619
H  3.4111  -0.3970  -2.2944
H  0.3934  1.1098  -0.9376
H  1.8478  2.0895  -1.2773
H  -0.1030  1.8426  -3.5501
H  0.7918  3.2956  -2.9966
H  -1.0344  5.2139  -1.4170
H  -1.5274  4.3062  0.0271
H  0.6486  5.1544  0.5144
H  0.8286  3.4185  0.2840
H  -3.5478  1.9987  -2.9179
H  -3.9501  3.4158  -3.9174
H  -3.8926  3.4429  -0.8434
H  -4.4318  4.7472  -1.9010
H  -6.3463  3.6653  -2.2916
H  -7.2250  2.9454  -0.4013
H  -5.5960  2.7919  0.2370
H  -5.4046  0.5321  -0.8188
H  -7.4867  1.2365  -2.4983
H  -7.1007  -0.4517  -2.0973
H  -8.3590  0.3882  -1.1973
H  -6.3354  0.9317  1.3327
C  8.0960  -0.4168  1.6733
O  8.0174  -0.2837  0.2441
P  6.7756  -0.9457  -0.4930
O  5.4697  -0.6323  0.0940
O  7.0647  -2.4924  -0.5451
C  8.3363  -2.9848  -1.0064
O  7.0102  -0.4784  -1.9838
C  6.6529  0.8652  -2.3412
H  9.1466  -0.3555  1.9429
H  7.5440  0.3922  2.1477
H  7.6932  -1.3752  2.0034
H  8.9709  -3.1957  -0.1472
H  8.8282  -2.2669  -1.6600
H  8.1458  -3.9026  -1.5551
H  7.1383  1.0793  -3.2888
H  6.9978  1.5745  -1.5890
H  5.5726  0.9436  -2.4531
C  1.0259  -1.9432  6.3603
O  1.5717  -2.1973  5.0518
P  1.2998  -1.1168  3.9217
O  1.5527  0.2731  4.2965
O  -0.1928  -1.3675  3.4495
C  -0.6323  -2.7019  3.1466
O  2.1484  -1.6846  2.7141
C  3.5803  -1.4855  2.7664
H  0.8792  -2.9081  6.8375
H  1.7266  -1.3447  6.9380
H  0.0715  -1.4192  6.2961
H  -1.1453  -3.1171  4.0128
H  0.2029  -3.3442  2.8733
H  -1.3257  -2.6353  2.3114
H  4.0154  -2.0846  1.9731
H  3.9733  -1.8136  3.7288
H  3.8246  -0.4390  2.5991
C  -1.3386  -7.0406  -4.9484
O  -1.1466  -5.8819  -4.1170
P  0.3294  -5.2957  -4.0172
O  1.0103  -5.0923  -5.2913
O  1.1041  -6.2427  -3.0215
C  0.5197  -6.6212  -1.7669
O  0.0812  -3.9920  -3.1444
C  -0.4049  -2.8331  -3.8311
H  -2.2024  -7.5735  -4.5601
H  -1.5236  -6.7284  -5.9740
H  -0.4663  -7.6943  -4.9225
H  0.0553  -7.6012  -1.8670
H  -0.2232  -5.8970  -1.4364
H  1.3243  -6.6732  -1.0382
H  -0.7673  -2.1423  -3.0723
H  -1.2222  -3.0855  -4.5072
H  0.4055  -2.3714  -4.3935
C  -5.2614  2.4095  4.3690
O  -4.1113  2.3887  3.5019
P  -2.8753  3.2931  3.9536
O  -2.4828  3.1580  5.3492
O  -3.2731  4.7701  3.5441
C  -3.8074  5.0625  2.2526
O  -1.7893  2.9003  2.8676
C  -1.0012  1.7122  3.1353
H  -6.1332  2.1881  3.7581
H  -5.1487  1.6552  5.1445
H  -5.3877  3.3872  4.8347
H  -4.8944  5.1103  2.3093
H  -3.5183  4.3088  1.5189
H  -3.4194  6.0319  1.9484
H  -0.5183  1.4385  2.2011
H  -1.6298  0.8884  3.4673
H  -0.2437  1.9238  3.8835

Values from the calculation:
- Gap between HOMO and LUMO: 0.3323 Eh
- Energy: -4260.8076 Eh
- HOMO: -12.01 eV
- Molar mass: 830.7 g/mol
- Lowest unoccupied orbital energy: -2.97 eV
- Charge: +1

These are the Mulliken partial charges, in e, on atoms 1 to 6:
1 C -1.011
2 C -0.319
3 O -0.431
4 C -0.295
5 C -0.818
6 S 0.454